[1]
# C5H3NO2

C5H3NO2 in the gas phase in a non-equilibrium geometry (the ωB97M-V functional and the def2-TZVPD basis, the Open Molecules 2025 dataset).

XYZ file:
```
11
Properties=species:S:1:pos:R:3:forces:R:3:mulliken_charge:R:1
N -1.996637 1.922262 0.154006 -0.787 3.490 0.991 -0.310
C -1.699972 0.861837 -0.058586 -0.547 -3.344 -2.077 0.214
C -1.355607 -0.531758 -0.436960 1.609 0.075 0.234 0.449
O -1.808033 -1.242443 -1.293214 0.056 0.929 1.014 -0.474
C -0.255134 -0.814859 0.563260 -1.608 -2.609 2.581 -0.172
C 0.977794 -0.375457 0.628137 3.254 1.153 0.056 -0.179
C 1.561059 0.487196 -0.527121 -0.850 0.568 -2.549 0.075
O 0.917374 0.681624 -1.583607 1.313 -0.761 3.187 -0.459
H -0.634129 -1.394652 1.532532 0.645 1.102 -2.278 0.275
H 1.685161 -0.588277 1.538200 -1.612 0.436 -1.891 0.258
H 2.608119 0.994525 -0.516652 -1.473 -1.038 0.733 0.323
```
Forces are in eV/Å.

As for the multiplicity: 1. The value obtained for the LUMO energy is -0.0319 Eh. Its energy above the lowest of the compared OMol25 structures with the same formula, charge and spin is 1.932 eV. The calculation puts the total energy at -10815.4826 eV. As for the structure (SMILES): N#CC(=O)/C=C\C=O.

[2]
# C5H3NO2

2 unconnected molecules or ions with the total composition C5H3NO2 in a non-equilibrium geometry (the ωB97M-V functional and the def2-TZVPD basis, the Open Molecules 2025 dataset).

XYZ file:
```
11
Properties=species:S:1:pos:R:3:forces:R:3:mulliken_charge:R:1
C 0.060656 0.676910 -0.348873 1.913 1.238 2.639 0.889
C 1.299036 -0.038292 0.069519 1.670 1.966 -2.889 -0.555
C 1.070220 -1.379590 -0.053963 -2.582 3.332 0.594 -0.317
C -0.856015 -0.316985 -0.365629 -1.402 3.445 -0.639 0.316
C -2.256459 -0.039276 -0.306955 -9.245 -3.998 4.693 0.019
H 0.806380 2.531078 1.232217 -2.198 -0.988 -3.213 0.301
H 2.241157 0.602234 -0.051078 -1.117 -1.556 0.870 0.282
H 1.498431 -2.307742 0.132483 1.028 -1.100 0.128 0.416
N -3.414004 -0.300499 0.187597 9.166 2.648 -4.440 -0.453
O -0.144803 2.047209 -0.269070 2.401 -1.233 2.467 -0.579
O -0.304603 -1.475052 -0.226244 0.365 -3.754 -0.210 -0.320
```
Forces are in eV/Å.

As for the multiplicity: 1. The value obtained for the LUMO energy is -0.1049 Eh. Its energy above the lowest of the compared OMol25 structures with the same formula, charge and spin is 6.701 eV. The calculation puts the total energy at -10810.7136 eV.

[3]
# C5H3O3Tm

A molecular structure, C5H3O3Tm in a non-equilibrium geometry (the ωB97M-V functional and the def2-TZVPD basis, the Open Molecules 2025 dataset).

XYZ file:
```
12
Properties=species:S:1:pos:R:3:forces:R:3:mulliken_charge:R:1
C 0.344813 1.812719 0.814524 -0.967 -0.567 1.668 -0.267
C 1.022916 2.634024 0.093585 3.046 3.780 -3.932 0.870
O 1.625288 3.322493 -0.644971 -1.971 -2.268 2.515 -0.172
C -0.424789 1.497542 2.050748 -0.020 -0.494 -0.167 -0.407
C 0.337672 0.399058 1.379563 -0.054 -1.711 0.709 0.093
O -0.252367 -0.595491 0.690188 -0.943 0.795 -0.733 -0.614
C 1.131796 -1.954946 -2.340364 -0.708 -0.072 -0.009 0.243
O -0.002724 -1.938300 -2.176159 0.902 -0.015 -0.179 -0.195
Tm -1.793808 -1.287359 -0.687157 0.525 -0.096 0.728 1.562
H -0.052540 1.901866 2.995480 0.031 0.133 -0.311 0.293
H -1.514589 1.480802 1.956468 0.247 0.195 -0.085 0.216
H 1.284987 0.109524 1.851311 -0.090 0.321 -0.204 0.378
```
Forces are in eV/Å.

As for the expectation value of S²: 2.014. As for the multiplicity: 3. The value obtained for the LUMO energy (spin up / spin down) is -0.3257 / -0.4068 Eh. The calculation puts the total energy at -40884.0283 eV. Its net charge is +2.

[4]
# C5H3O5S

A gas-phase ion, C5H3O5S (charge -1) in a non-equilibrium geometry (the ωB97M-V functional and the def2-TZVPD basis, the Open Molecules 2025 dataset).

XYZ file:
```
14
Properties=species:S:1:pos:R:3:forces:R:3:mulliken_charge:R:1
O 2.478616 -1.095013 -0.852082 0.398 1.053 -1.789 -0.742
C 1.840334 -1.347770 0.180176 -2.335 0.492 0.597 0.544
O 2.136429 -2.087934 1.078064 -0.386 -0.403 1.165 -0.636
C 0.379663 -0.488187 0.121732 2.094 -0.167 -0.626 -0.344
C 0.249115 0.463596 -0.853420 -1.191 -0.595 2.246 0.850
O 1.135488 0.788649 -1.749920 -0.002 -0.687 -0.160 -0.661
C -0.991196 1.234338 -0.750493 -1.281 2.528 -0.571 -0.573
C -1.833864 0.962452 0.262371 2.423 -1.185 -0.338 -0.426
S -0.985062 -0.354906 1.178841 -0.334 -1.537 1.388 0.991
O -1.803705 -1.592794 1.066911 0.926 1.949 0.734 -0.641
O -0.594752 0.172397 2.519144 -1.016 -0.967 -2.208 -0.626
H 1.740597 -0.028690 -1.467175 1.743 0.008 -0.910 0.578
H -1.014675 2.107919 -1.473257 -0.584 -1.135 0.854 0.265
H -2.736989 1.265943 0.739110 -0.456 0.647 -0.383 0.420
```
Forces are in eV/Å.

As for the multiplicity: 1. The value obtained for the LUMO energy is 0.1199 Eh. Its energy above the lowest of the compared OMol25 structures with the same formula, charge and spin is 1.372 eV. The calculation puts the total energy at -26306.3110 eV. Its net charge is -1. As for the structure (SMILES): O=C([O-])C1=C(O)C=CS1(=O)=O.

[5]
# C5H4

C5H4 in the gas phase in a non-equilibrium geometry (the ωB97M-V functional and the def2-TZVPD basis, the Open Molecules 2025 dataset).

XYZ file:
```
9
Properties=species:S:1:pos:R:3:forces:R:3:mulliken_charge:R:1
C -0.686415 -0.858425 -1.617272 2.043 -1.604 4.978 -0.937
C -0.030947 -0.316741 -0.512662 -2.101 0.482 -2.820 0.727
C 0.247899 1.017736 0.264832 -0.065 -3.686 -1.272 -0.420
C 0.569583 -0.486104 0.667691 0.019 1.719 0.019 -0.273
C 0.803114 0.612871 1.562399 -3.827 -0.738 0.877 -0.062
H -0.843664 -1.965765 -1.427854 0.183 1.530 -0.986 0.193
H -0.831127 -0.321885 -2.476616 -0.667 0.989 -1.835 0.327
H 1.733282 0.870101 1.786822 4.102 0.949 1.063 0.272
H 0.100265 0.672184 2.407776 0.313 0.358 -0.024 0.173
```
Forces are in eV/Å.

As for the multiplicity: 1. The value obtained for the LUMO energy (spin up / spin down) is -0.0049 / -0.0049 Eh. Its energy above the lowest of the compared OMol25 structures with the same formula, charge and spin is 3.614 eV. The calculation puts the total energy at -5242.5814 eV. As for the structure (SMILES): C=C1C2=C1C2.

[6]
# C5H4

C5H4 in the gas phase in a non-equilibrium geometry (the ωB97M-V functional and the def2-TZVPD basis, the Open Molecules 2025 dataset).

XYZ file:
```
9
Properties=species:S:1:pos:R:3:forces:R:3:mulliken_charge:R:1
C 0.361578 -2.338025 -2.022481 -0.078 -0.088 -1.184 -0.329
C 0.184095 -1.273156 -1.486734 0.323 -1.639 -0.703 -0.429
C 0.051877 -0.226245 -0.652740 -0.142 0.683 1.059 0.343
C -0.043640 0.504682 0.293894 0.455 1.854 0.587 0.281
C -0.222548 1.473274 1.411522 0.567 -1.233 1.140 -1.030
H 0.477397 -3.137097 -2.743750 -0.032 0.345 0.686 0.387
H -0.831585 0.797649 2.112855 0.427 1.751 -0.503 0.251
H 0.730749 1.785717 2.008945 -1.457 -0.857 -1.411 0.263
H -0.707922 2.413201 1.078489 -0.063 -0.815 0.330 0.264
```
Forces are in eV/Å.

As for the multiplicity: 1. The value obtained for the LUMO energy is 0.0336 Eh. Its energy above the lowest of the compared OMol25 structures with the same formula, charge and spin is 0.443 eV. The calculation puts the total energy at -5245.7525 eV. As for the structure (SMILES): C#CC#CC.